A:
Molecular formula: C21H74N12O16
Method: DFT, the ωB97M-V functional and the def2-TZVPD basis

Structure (XYZ):
```
123
Properties=species:S:1:pos:R:3:mulliken_charge:R:1
C -1.17 5.20 -1.11 -1.23
C 0.22 4.58 -1.19 -0.29
O 0.28 3.17 -0.95 0.41
H -1.90 4.55 -1.52 0.10
H -1.19 6.19 -1.47 0.44
H -1.54 5.05 -0.08 0.32
H 0.74 5.14 -0.45 0.18
H 0.68 4.69 -2.14 0.62
H 1.21 2.88 -1.00 0.04
C -3.81 -1.86 -2.12 -1.14
C -3.88 -1.34 -0.72 -0.31
O -3.63 -2.41 0.10 -0.73
H -2.83 -2.35 -2.22 -0.17
H -3.98 -1.11 -2.87 0.41
H -4.52 -2.68 -2.18 0.38
H -4.87 -1.02 -0.70 0.72
H -3.17 -0.53 -0.54 0.09
H -4.04 -2.34 0.99 0.25
C -2.91 2.23 -2.36 0.23
C -3.12 2.97 -3.67 -0.76
O -4.33 3.53 -3.90 -0.56
H -3.14 1.19 -2.53 -0.07
H -3.44 2.58 -1.49 0.57
H -1.85 2.27 -1.97 -0.52
H -2.90 2.25 -4.50 0.35
H -2.36 3.64 -3.89 0.40
H -4.32 3.88 -4.76 0.34
C 0.13 0.42 -3.51 1.45
C -0.95 -0.55 -3.96 -0.12
O -0.42 -1.79 -4.31 -0.63
H 0.75 0.47 -4.44 0.66
H 0.55 0.07 -2.65 -2.04
H -0.38 1.35 -3.35 -0.15
H -1.43 -0.09 -4.81 0.51
H -1.65 -0.63 -3.09 -0.26
H -1.15 -2.47 -4.40 0.38
C 0.97 0.19 0.26 -0.38
C -0.56 -0.12 0.18 1.89
O -0.89 -1.50 -0.03 2.42
H 1.47 -0.23 -0.61 -0.47
H 1.40 -0.31 1.10 -0.40
H 1.36 1.17 0.23 0.56
H -1.03 0.47 -0.69 -0.79
H -1.07 0.23 1.03 -0.19
H -1.82 -1.43 -0.18 -1.40
C -4.21 -0.26 2.29 0.37
O -4.87 -1.43 2.34 -0.88
N -3.18 -0.04 2.98 0.04
N -4.56 0.77 1.58 -0.07
H -2.82 -0.88 3.62 0.08
H -2.66 0.83 3.04 0.21
H -5.40 0.67 1.02 0.29
H -4.04 1.68 1.55 0.37
C -1.45 -4.90 -2.13 0.54
O -2.23 -4.38 -3.17 -0.72
N -1.58 -4.59 -0.90 -0.18
N -0.54 -5.86 -2.30 -0.43
H -2.34 -3.91 -0.75 0.10
H -0.83 -4.91 -0.19 0.19
H -0.29 -5.98 -3.29 0.29
H 0.16 -6.11 -1.53 0.21
C -1.10 -2.65 3.39 0.10
O -2.43 -2.87 3.09 -0.70
N -0.59 -2.84 4.57 -0.13
N -0.20 -2.24 2.55 0.78
H -1.17 -3.12 5.44 0.31
H 0.47 -2.71 4.70 0.22
H -0.37 -2.07 1.58 -0.57
H 0.74 -2.01 2.93 0.21
C 2.18 -1.43 4.49 0.38
O 2.02 -0.48 5.49 -0.73
N 2.16 -2.73 4.63 -0.36
N 2.25 -1.10 3.24 0.60
H 2.28 -3.23 5.54 0.33
H 2.28 -3.38 3.83 0.24
H 2.19 -0.07 3.08 -0.49
H 2.61 -1.62 2.46 0.15
C 3.11 3.11 -1.59 0.04
O 2.61 3.43 -2.86 -0.73
N 3.37 1.91 -1.36 0.30
N 3.54 3.83 -0.61 -0.20
H 3.27 1.26 -2.20 0.26
H 3.65 1.59 -0.42 -0.11
H 3.38 4.88 -0.62 0.32
H 3.85 3.48 0.32 0.33
C 3.40 1.84 2.02 0.21
O 2.19 1.57 2.65 -0.50
N 4.06 0.97 1.34 -0.15
N 3.96 3.02 2.08 -0.54
H 3.79 0.03 1.39 -0.07
H 4.98 1.08 0.87 0.35
H 3.37 3.80 2.46 0.31
H 5.00 3.27 2.02 0.28
C 4.28 -0.81 -3.02 -0.23
O 3.18 0.08 -3.33 -0.70
H 4.18 -1.86 -3.34 0.37
H 4.23 -0.78 -1.93 -0.23
H 5.33 -0.53 -3.26 0.32
H 2.39 -0.45 -3.13 0.25
C -0.62 0.50 4.35 -0.25
O -1.53 1.51 4.45 -0.58
H -0.79 -0.29 5.17 0.01
H 0.39 0.87 4.50 0.64
H -0.62 -0.03 3.33 -0.25
H -0.99 2.28 4.61 0.44
C -2.17 2.85 1.57 1.37
O -3.32 3.21 0.72 -0.73
H -2.27 3.16 2.57 0.52
H -1.22 3.15 1.14 0.03
H -2.25 1.79 1.40 -1.98
H -3.08 4.01 0.28 0.17
C 1.51 -3.01 -1.67 -0.07
O 1.40 -3.04 -0.29 -0.91
H 2.05 -2.10 -1.90 -0.29
H 0.54 -3.03 -2.09 0.04
H 1.88 -4.00 -1.92 0.40
H 0.54 -2.62 -0.20 0.12
C 4.88 -1.83 0.72 -1.18
O 3.52 -1.74 0.95 -0.47
H 5.51 -1.54 1.54 0.46
H 5.27 -1.43 -0.24 0.24
H 5.14 -2.84 0.39 0.40
H 3.08 -2.37 0.39 0.10
```

Molecular weight (u): 750.9
Gap between HOMO and LUMO (eV): 7.535
E_HOMO (eV): -8.231

=====

B:
Molecular formula: C21H74N12O16
Method: DFT, the ωB97M-V functional and the def2-TZVPD basis

Structure (XYZ):
```
123
Properties=species:S:1:pos:R:3:mulliken_charge:R:1
C -3.96 3.46 0.78 -0.75
C -2.64 4.11 0.50 1.28
O -2.82 5.49 0.74 -0.70
H -4.33 3.70 1.80 0.31
H -3.70 2.40 0.79 -0.24
H -4.81 3.57 0.03 0.33
H -2.34 4.07 -0.58 0.26
H -1.90 3.65 1.14 -0.62
H -2.20 5.94 0.15 0.43
C 3.07 -1.10 -2.53 -1.68
C 1.75 -1.36 -3.24 1.47
O 2.01 -1.84 -4.51 -0.72
H 2.90 -0.65 -1.62 0.06
H 3.69 -0.41 -3.05 0.49
H 3.61 -1.98 -2.28 0.54
H 1.28 -0.37 -3.34 -0.33
H 1.09 -2.13 -2.75 -0.24
H 1.18 -1.92 -4.98 0.33
C 2.47 -4.76 -1.44 -1.23
C 1.14 -4.53 -0.82 0.99
O 0.68 -5.54 -0.05 -0.62
H 2.49 -5.70 -1.94 0.42
H 3.25 -4.81 -0.71 0.25
H 2.73 -3.97 -2.20 0.05
H 0.38 -4.27 -1.50 0.57
H 1.26 -3.62 -0.21 -0.97
H -0.06 -5.88 -0.55 0.40
C -0.84 1.18 0.28 1.68
C 0.16 0.20 -0.38 2.29
O -0.12 -1.10 0.09 0.32
H -0.89 2.19 -0.21 -0.84
H -0.50 1.41 1.28 -0.81
H -1.83 0.76 0.34 -0.50
H 1.17 0.45 -0.17 -0.25
H 0.15 0.34 -1.43 -0.79
H 0.68 -1.34 0.57 -0.83
C 0.41 5.82 1.62 -1.78
C 0.88 4.86 0.55 -0.11
O 0.83 3.59 1.15 -0.02
H 1.07 5.94 2.48 0.31
H -0.57 5.61 2.03 0.36
H 0.28 6.73 1.14 0.51
H 1.90 4.99 0.27 0.67
H 0.22 4.93 -0.25 0.16
H 1.47 3.05 0.69 0.09
C -1.52 2.66 3.94 0.13
O -2.56 2.42 3.04 -0.62
N -1.63 2.44 5.24 -0.44
N -0.47 3.29 3.61 -0.17
H -2.57 2.12 5.70 0.34
H -0.76 1.93 5.62 0.27
H -0.43 3.56 2.69 -0.34
H 0.06 3.98 4.20 0.39
C 3.15 -2.32 1.26 -0.03
O 1.89 -1.80 1.49 -0.14
N 3.47 -3.55 1.69 -0.19
N 4.10 -1.59 0.76 -0.29
H 2.77 -4.16 2.10 0.09
H 4.35 -4.03 1.58 0.20
H 4.04 -0.52 0.59 0.19
H 4.85 -2.08 0.21 0.28
C -2.66 -3.30 -1.16 0.54
O -2.96 -3.37 0.20 -0.72
N -3.29 -4.00 -2.05 -0.32
N -1.63 -2.70 -1.56 1.44
H -4.18 -4.53 -1.89 0.31
H -3.06 -3.98 -3.04 0.12
H -1.05 -2.16 -0.92 -0.80
H -1.50 -2.60 -2.61 0.18
C 0.94 -5.13 3.49 0.49
O 0.46 -6.43 3.50 -0.77
N 1.41 -4.59 4.56 -0.27
N 0.94 -4.41 2.42 -0.03
H 1.51 -5.19 5.41 0.25
H 1.69 -3.65 4.76 0.18
H 0.83 -4.98 1.55 0.07
H 1.09 -3.41 2.40 0.10
C 3.77 1.61 -0.50 0.06
O 2.67 2.43 -0.32 -0.54
N 4.50 1.52 -1.59 -0.31
N 4.44 1.20 0.57 -0.58
H 4.11 1.93 -2.48 0.33
H 5.29 0.87 -1.62 0.22
H 4.17 1.58 1.50 0.17
H 5.39 0.78 0.64 0.35
C -2.77 2.09 -3.67 0.51
O -2.18 2.47 -4.82 -0.78
N -2.27 2.39 -2.51 0.30
N -3.93 1.45 -3.60 -0.32
H -1.30 2.80 -2.53 -0.10
H -2.70 2.10 -1.65 -0.09
H -4.31 1.05 -4.49 0.27
H -4.33 1.09 -2.73 0.26
C 0.79 2.30 -3.17 0.22
O 0.47 3.13 -2.06 -0.62
H 1.18 2.98 -4.00 0.22
H 0.07 1.57 -3.44 -0.18
H 1.68 1.72 -2.95 -0.21
H 1.27 3.14 -1.49 0.20
C 1.61 0.68 3.07 0.47
O 1.80 1.71 4.02 -0.72
H 2.47 -0.02 3.12 0.18
H 1.50 1.20 2.14 -0.53
H 0.68 0.19 3.21 0.12
H 1.17 2.43 3.90 0.42
C -4.05 -0.37 -0.55 -0.27
O -4.65 0.81 -1.06 -0.77
H -4.62 -1.28 -0.68 0.55
H -3.84 -0.20 0.54 0.24
H -3.00 -0.50 -0.91 -0.16
H -5.20 1.19 -0.33 0.35
C -1.50 -0.95 -4.27 -0.29
O -1.33 -2.36 -4.21 -0.69
H -1.48 -0.58 -3.22 -0.16
H -2.49 -0.70 -4.65 0.34
H -0.63 -0.51 -4.73 0.35
H -0.99 -2.65 -5.07 0.35
C -1.37 -1.76 3.11 -0.02
O -1.73 -1.03 4.24 -0.59
H -2.02 -2.62 2.92 0.40
H -0.36 -2.18 3.30 -0.27
H -1.33 -1.06 2.26 -0.02
H -2.66 -0.81 4.18 0.34
```

Molecular weight (u): 750.9
Gap between HOMO and LUMO (eV): 7.457
E_HOMO (eV): -8.330

=====

Energy above the most stable structure, in eV: A 2.931; B 0.000

=====

A:
Molecular formula: CH14O6
Method: DFT, the ωB97M-V functional and the def2-TZVPD basis

Structure (XYZ):
```
21
Properties=species:S:1:pos:R:3:nbo_charge:R:1
C 1.08 1.57 1.65 -0.24
O 0.01 1.05 0.89 -0.74
H 1.76 2.12 1.00 0.18
H 1.66 0.81 2.17 0.16
H 0.75 2.28 2.41 0.16
H -0.70 0.74 1.48 0.49
H 0.94 -2.10 0.83 0.50
H 0.27 -2.37 2.16 0.47
O 0.07 -2.11 1.26 -0.96
H 2.55 -1.12 -1.80 0.49
H 2.31 -2.60 -1.32 0.47
O 2.54 -1.70 -1.03 -0.96
H -0.62 -0.16 -3.52 0.47
H -0.03 0.88 -2.67 0.48
O 0.11 -0.05 -2.91 -0.95
H -1.58 -1.15 1.49 0.49
H -2.94 -1.70 1.92 0.47
O -2.49 -0.88 1.71 -0.97
H -1.85 3.13 -1.12 0.47
H -0.79 2.11 -0.70 0.50
O -1.25 2.46 -1.47 -0.98
```

SMILES string: CO.O.O.O.O.O
Molecular weight (u): 122.1
Gap between HOMO and LUMO (eV): 11.099
E_HOMO (eV): -10.550

=====

B:
Molecular formula: CH14O6
Method: DFT, the ωB97M-V functional and the def2-TZVPD basis

Structure (XYZ):
```
21
Properties=species:S:1:pos:R:3:nbo_charge:R:1
C 2.06 -0.23 -0.89 -0.27
O 1.17 -1.29 -1.33 -0.76
H 1.47 0.55 -0.37 0.17
H 2.72 -0.68 -0.15 0.20
H 2.59 0.25 -1.71 0.18
H 1.18 -1.91 -0.59 0.49
H 0.95 1.17 2.89 0.48
H 0.24 1.41 1.51 0.52
O 0.97 0.95 1.96 -0.99
H -1.75 1.61 -0.28 0.52
H -0.51 2.50 -0.37 0.48
O -0.93 1.83 0.18 -0.98
H -4.49 0.50 -0.49 0.48
H -3.07 0.04 -0.92 0.50
O -3.56 0.76 -0.47 -0.99
H 1.43 -0.78 1.64 0.50
H 1.83 -1.84 2.68 0.47
O 1.91 -1.63 1.74 -0.99
H -1.98 -1.61 -1.75 0.47
H -0.68 -0.84 -1.42 0.51
O -1.56 -0.75 -1.85 -0.98
```

SMILES string: CO.O.O.O.O.O
Molecular weight (u): 122.1
Gap between HOMO and LUMO (eV): 11.005
E_HOMO (eV): -10.412

=====

Energy above the most stable structure, in eV: A 0.352; B 0.000

=====

A:
Molecular formula: C3H9NOS
Method: DFT, the ωB97M-V functional and the def2-TZVPD basis

Structure (XYZ):
```
15
Properties=species:S:1:pos:R:3:nbo_charge:R:1
C -1.55 -1.36 0.32 -0.43
C 3.08 -0.15 0.29 0.29
C -0.97 1.45 -1.00 -0.80
N -0.97 -0.32 1.12 -0.78
O 1.96 -0.05 -0.16 -0.51
S -1.50 1.21 0.71 0.38
H -1.26 -2.24 0.99 0.20
H -1.03 -1.37 -0.70 0.18
H -2.73 -1.21 0.31 0.21
H 3.50 0.36 1.18 0.12
H 3.88 -0.60 -0.34 0.10
H 0.02 -0.45 1.24 0.37
H -1.81 1.52 -1.69 0.22
H -0.44 2.43 -1.04 0.22
H -0.19 0.79 -1.22 0.24
```

SMILES string: CNSC.C=O
Molecular weight (u): 107.2
Gap between HOMO and LUMO (eV): 8.440
E_HOMO (eV): -8.176

=====

B:
Molecular formula: C3H9NOS
Method: DFT, the ωB97M-V functional and the def2-TZVPD basis

Structure (XYZ):
```
15
Properties=species:S:1:pos:R:3:nbo_charge:R:1
O -0.41 2.35 2.03 -0.51
C 0.17 1.35 2.36 0.43
C 0.35 0.15 1.46 -0.34
N -0.95 -0.30 0.92 -0.81
H 0.51 1.24 3.40 0.11
H 0.95 0.44 0.59 0.22
H 0.89 -0.63 1.99 0.21
H -1.32 -1.07 1.48 0.37
H -1.64 0.44 1.00 0.39
H -0.56 -0.69 -0.75 0.18
C 1.43 -1.18 -2.21 -0.74
S -0.36 -0.95 -2.12 -0.14
H 1.80 -1.95 -1.53 0.21
H 1.65 -1.50 -3.22 0.22
H 1.99 -0.27 -2.02 0.20
```

SMILES string: NCC=O.CS
Molecular weight (u): 107.2
Gap between HOMO and LUMO (eV): 8.887
E_HOMO (eV): -8.361

=====

Energy above the most stable structure, in eV: A 1.150; B 0.000